1.
Formula: C39H67BClN4O24
Source: the OMol25 dataset
Level of theory: the ωB97M-V functional and the def2-TZVPD basis

```
136
Properties=species:S:1:pos:R:3:forces:R:3
C -4.284 2.732 1.162 0.393 -0.606 -0.235
C -3.471 1.355 0.675 -0.278 1.123 -0.380
C -1.918 1.445 1.225 0.150 -0.206 -0.633
C -1.478 0.113 2.133 -0.298 0.441 -0.233
C -0.643 0.551 3.474 -0.709 -0.368 0.118
C 0.552 -0.540 3.896 -0.884 0.796 1.434
C 2.038 0.151 3.950 0.701 0.043 0.526
C 3.193 -0.613 3.071 -0.056 -0.038 -0.069
C 3.271 0.069 1.546 0.508 -1.028 1.379
C 1.988 -0.479 0.687 -0.133 1.216 0.861
C 2.329 -0.990 -0.850 -1.542 -1.289 0.822
C 3.254 -2.332 -0.692 0.358 -0.486 -0.221
C 2.493 -3.759 -0.483 1.181 -1.654 0.419
N 1.278 -3.765 0.408 0.539 -0.793 -0.846
N 3.517 -4.641 0.276 0.408 1.185 0.633
N 2.288 -4.555 -1.792 0.088 0.500 1.443
C 0.836 -1.267 -1.548 -7.525 -1.247 -1.734
O 0.616 -2.131 -2.555 2.811 3.632 4.298
O -0.421 -0.609 -1.054 7.089 -2.502 -1.366
N 3.105 -0.011 -1.688 -1.918 0.472 -0.825
B 2.599 1.403 -1.686 -0.659 2.517 0.257
C 3.740 2.598 -1.984 0.320 0.499 -0.002
O 1.242 1.901 -1.407 2.601 -0.058 -0.755
C 3.207 -0.381 -3.149 2.439 -1.463 -0.210
Cl 2.006 0.510 -4.264 0.378 -0.421 0.540
C 4.719 -0.092 -3.804 -1.266 -0.671 -1.092
C 4.644 -0.781 -5.327 -0.302 0.380 0.286
H -3.513 3.639 1.206 -1.800 -1.995 -0.012
H -4.711 2.499 2.233 0.711 0.881 -2.141
H -5.140 3.017 0.380 1.621 -0.667 1.841
H -4.038 0.387 1.023 1.354 2.224 -0.560
H -3.511 1.373 -0.501 0.385 -0.215 2.229
H -1.787 2.446 1.855 -0.382 -2.242 -1.126
H -1.239 1.559 0.256 -1.152 -0.542 2.161
H -2.512 -0.420 2.399 2.477 1.009 -0.318
H -0.805 -0.633 1.528 -1.527 1.587 0.740
H -1.439 0.653 4.352 1.879 -0.165 -1.727
H -0.185 1.620 3.327 -0.700 -2.046 0.218
H 0.286 -0.841 5.021 0.668 0.435 -2.417
H 0.485 -1.534 3.280 0.254 2.053 0.913
H 2.022 1.288 3.600 -0.198 -2.434 0.653
H 2.383 0.185 5.089 -0.705 -0.115 -2.399
H 2.909 -1.769 3.005 0.564 2.374 -0.035
H 4.252 -0.598 3.617 -2.237 0.270 -1.143
H 4.322 -0.245 1.126 -2.069 0.710 0.435
H 3.264 1.230 1.730 0.012 -2.207 -0.641
H 1.501 -1.336 1.361 1.107 1.653 -2.144
H 1.178 0.396 0.726 1.634 -2.103 -0.671
H 3.998 -2.521 -1.609 -1.850 0.551 1.774
H 4.006 -2.239 0.233 -1.851 0.203 -1.864
H 0.844 -4.734 0.371 0.911 1.730 0.161
H 1.541 -3.556 1.396 -0.232 -0.264 -1.227
H 3.629 -4.156 1.214 0.107 -0.822 -1.421
H 4.454 -4.561 -0.186 -0.963 0.056 0.498
H 3.067 -5.259 -1.873 -1.476 0.862 0.389
H 1.347 -5.004 -1.808 1.199 0.665 -0.085
H 3.439 3.227 -2.934 0.664 -1.084 1.824
H 4.820 2.172 -2.130 -2.051 0.863 0.246
H 3.787 3.335 -1.052 -0.172 -1.437 -1.908
H 1.122 2.866 -1.654 0.644 -1.820 0.524
H 3.025 -1.543 -3.355 -0.102 2.678 0.866
H 5.516 -0.623 -3.130 -1.520 1.185 -1.224
H 4.918 1.049 -3.996 -0.285 -2.316 0.815
H 5.705 -1.157 -5.666 -2.120 0.878 0.519
H 3.879 -1.697 -5.354 1.747 1.997 0.130
H 4.205 0.070 -6.038 1.161 -2.118 1.351
C -1.622 6.414 2.973 -0.235 0.987 -0.480
C -0.456 6.029 3.825 0.950 0.509 0.134
O -0.959 4.957 4.600 -0.672 -0.392 -0.247
C -2.002 4.418 3.902 -1.358 -2.450 0.584
O -2.560 3.373 4.194 1.279 2.540 -0.572
O -2.339 5.201 2.836 0.228 -0.711 0.642
H -1.315 6.795 1.995 -0.217 -0.168 0.097
H -2.268 7.153 3.457 0.118 -0.062 -0.097
H 0.393 5.671 3.235 -0.066 -0.005 0.028
H -0.122 6.848 4.468 -0.070 -0.236 0.030
C -0.757 9.652 -0.518 -0.013 -0.193 -1.223
C 0.313 10.384 0.224 1.010 0.382 -0.457
O -0.292 10.671 1.470 -0.861 -0.535 0.360
C -1.285 9.751 1.650 -1.205 -0.218 2.049
O -1.900 9.597 2.691 1.378 0.328 -2.274
O -1.498 9.027 0.513 0.043 0.332 1.028
H -0.351 8.909 -1.209 -0.197 0.018 0.185
H -1.420 10.327 -1.070 0.053 -0.050 0.070
H 1.201 9.766 0.395 -0.090 0.043 -0.021
H 0.615 11.306 -0.282 -0.068 -0.087 0.252
C -7.026 -2.871 0.283 -0.540 -0.875 -0.238
C -6.921 -1.547 -0.401 -0.368 0.353 -1.003
O -6.324 -0.720 0.580 0.360 -0.433 0.723
C -5.647 -1.543 1.434 1.751 0.850 1.920
O -4.879 -1.156 2.299 -2.015 -1.079 -1.887
O -5.942 -2.854 1.193 0.290 0.757 0.191
H -6.933 -3.708 -0.414 0.116 0.071 0.231
H -7.959 -2.979 0.846 0.051 0.026 -0.027
H -6.268 -1.581 -1.280 -0.031 -0.011 0.099
H -7.897 -1.153 -0.698 0.201 0.103 0.133
C -0.446 4.398 -5.601 -1.104 -0.769 0.166
C 0.734 3.822 -6.315 0.032 -1.240 -0.285
O 1.525 4.958 -6.604 -0.054 1.169 0.549
C 1.186 5.920 -5.697 1.072 1.731 0.241
O 1.790 6.969 -5.547 -1.241 -2.070 -0.289
O 0.083 5.555 -4.981 1.066 0.645 -0.329
H -0.856 3.712 -4.855 0.050 0.269 -0.096
H -1.245 4.698 -6.287 0.063 -0.052 0.075
H 1.312 3.139 -5.684 -0.061 0.051 -0.040
H 0.450 3.302 -7.235 0.169 0.182 0.101
C 1.021 -7.619 0.002 -0.015 1.089 -0.599
C 2.187 -8.004 0.854 1.103 0.884 0.124
O 1.684 -9.076 1.629 -1.011 -0.799 -0.258
C 0.641 -9.614 0.931 -1.021 -1.661 0.326
O 0.084 -10.659 1.223 1.159 2.022 -0.504
O 0.305 -8.832 -0.135 0.108 -1.061 0.858
H 1.328 -7.237 -0.976 -0.165 -0.167 0.166
H 0.375 -6.879 0.486 0.040 -0.100 -0.022
H 3.037 -8.362 0.264 -0.091 0.042 0.045
H 2.521 -7.184 1.497 -0.042 -0.242 -0.097
C 1.881 -12.452 4.403 0.145 -0.720 -0.865
C 0.940 -11.292 4.368 -0.648 0.419 -1.073
O 0.793 -10.952 5.734 0.803 -0.388 0.888
C 1.904 -11.413 6.379 0.420 0.655 2.286
O 2.189 -11.146 7.535 -0.586 -0.619 -2.506
O 2.653 -12.210 5.563 -0.274 0.579 0.755
H 2.518 -12.498 3.515 0.003 0.004 0.259
H 1.361 -13.409 4.517 0.031 0.070 0.008
H 1.355 -10.433 3.832 -0.069 -0.145 0.040
H -0.027 -11.553 3.928 0.150 0.180 0.169
C -5.594 4.400 -3.650 -0.997 0.110 0.560
C -4.289 5.050 -3.323 0.212 0.829 0.822
O -3.339 4.202 -3.940 -0.320 -0.593 -0.791
C -3.988 3.545 -4.945 1.158 -1.472 -1.662
O -3.435 2.861 -5.790 -1.213 1.614 1.827
O -5.336 3.753 -4.882 0.914 -0.179 -0.320
H -6.406 5.125 -3.756 0.096 -0.201 -0.143
H -5.884 3.647 -2.909 0.068 0.069 -0.051
H -4.202 6.053 -3.755 -0.011 -0.076 -0.001
H -4.113 5.111 -2.246 0.141 -0.108 -0.211
```
Positions in Å, forces in eV/Å.

As for the calculated total energy: -109822.648 eV. Its net charge is -1. The strongest force on any atom is 7.82 eV Å⁻¹. The calculation puts the HOMO-LUMO gap at 5.49 eV.

---

2.
Formula: C48H53CrN3OSSi2
Source: the OMol25 dataset
Level of theory: the ωB97M-V functional and the def2-TZVPD basis

```
109
Properties=species:S:1:pos:R:3:forces:R:3
Cr -0.340 -0.350 -0.090 1.058 -0.407 -0.792
C 0.437 1.299 -1.069 -0.301 0.001 -0.544
Si -0.101 0.908 -2.804 0.337 0.415 0.146
C 0.206 -0.969 -3.138 -0.185 0.254 -0.002
N -0.074 -1.800 -1.943 0.018 0.176 0.019
C -1.523 -2.058 -1.757 -0.074 -0.153 0.113
C -1.949 -3.515 -1.921 0.110 -0.005 -0.167
C -1.299 -4.098 -3.173 0.023 -0.005 0.145
C 0.238 -4.022 -3.058 -0.091 0.124 0.018
C 0.670 -3.065 -1.941 0.048 -0.135 -0.104
C -1.879 1.418 -3.158 0.215 -0.040 0.080
C -2.433 2.497 -2.464 0.058 -0.024 0.065
C -3.665 3.023 -2.822 -0.074 0.052 -0.029
C -4.370 2.476 -3.885 0.024 0.020 0.011
C -3.839 1.401 -4.584 -0.034 -0.054 -0.048
C -2.603 0.883 -4.224 -0.008 -0.052 0.066
C 0.934 1.878 -4.068 -0.131 -0.170 0.033
C 2.283 1.576 -4.262 -0.113 -0.014 0.013
C 3.088 2.349 -5.085 0.076 -0.060 0.037
C 2.555 3.456 -5.729 -0.001 0.012 -0.038
C 1.221 3.784 -5.539 0.045 0.048 -0.022
C 0.421 3.003 -4.716 0.015 -0.069 -0.022
H 0.060 2.277 -0.758 -0.021 -0.010 -0.025
H 1.533 1.341 -1.014 -0.002 -0.059 -0.012
H 1.264 -1.086 -3.389 -0.009 0.021 -0.010
H -0.354 -1.327 -4.013 0.052 -0.008 -0.014
H -2.089 -1.448 -2.463 -0.005 0.147 0.122
H -1.820 -1.732 -0.744 -0.328 -0.048 0.002
H -3.037 -3.542 -1.992 -0.009 0.006 0.065
H -1.669 -4.107 -1.046 -0.036 0.023 0.033
H -1.646 -3.528 -4.039 0.024 -0.030 -0.029
H -1.619 -5.130 -3.316 -0.025 0.018 -0.075
H 0.665 -3.685 -4.004 0.036 -0.060 -0.004
H 0.660 -5.007 -2.849 0.023 0.001 -0.013
H 1.732 -2.851 -2.049 0.013 0.076 0.074
H 0.538 -3.530 -0.961 0.017 0.007 -0.002
H -1.899 2.926 -1.622 -0.032 0.020 -0.015
H -4.077 3.860 -2.271 0.014 -0.020 0.030
H -5.327 2.893 -4.174 -0.012 -0.025 0.012
H -4.381 0.973 -5.418 -0.014 0.002 0.017
H -2.194 0.049 -4.787 -0.022 0.024 -0.040
H 2.715 0.721 -3.748 -0.102 0.110 -0.076
H 4.133 2.091 -5.219 0.004 0.005 -0.021
H 3.178 4.058 -6.378 -0.004 0.014 0.017
H 0.804 4.654 -6.031 -0.009 -0.013 -0.003
H -0.619 3.274 -4.572 -0.006 0.010 -0.037
C -1.876 -1.273 5.507 0.010 -0.011 0.011
C -1.471 -2.004 4.399 0.021 -0.083 0.012
C -1.572 -1.446 3.134 0.012 0.095 0.044
C -2.100 -0.166 2.937 0.088 0.105 -0.197
C -2.493 0.552 4.065 -0.013 0.027 -0.029
C -2.377 0.009 5.338 -0.007 0.007 0.065
Si -2.215 0.479 1.142 -1.185 0.092 0.675
C -3.742 -0.486 0.453 0.141 0.082 0.083
C -4.254 -1.635 1.064 0.028 0.030 0.049
C -5.218 -2.422 0.445 -0.036 -0.071 -0.041
C -5.706 -2.077 -0.807 0.007 -0.006 0.001
C -5.226 -0.931 -1.429 -0.035 -0.008 -0.031
C -4.260 -0.156 -0.805 -0.013 0.014 0.015
C -2.735 2.304 1.236 0.137 -0.195 -0.099
C -4.040 2.742 1.017 -0.036 -0.024 0.031
C -4.360 4.093 1.056 -0.017 0.075 0.023
C -3.375 5.035 1.317 -0.028 -0.016 -0.005
C -2.069 4.619 1.538 0.040 0.067 0.003
C -1.757 3.268 1.496 0.007 0.000 -0.018
H -1.794 -1.701 6.498 0.005 0.012 0.003
H -1.074 -3.004 4.525 0.012 0.012 -0.009
H -1.232 -2.019 2.272 -0.019 -0.053 0.051
H -2.894 1.552 3.942 -0.007 -0.004 0.025
H -2.677 0.587 6.205 -0.024 0.006 -0.018
H -3.898 -1.923 2.047 -0.003 -0.012 -0.012
H -5.589 -3.313 0.939 -0.006 0.028 0.030
H -6.460 -2.687 -1.288 0.011 -0.004 -0.002
H -5.602 -0.642 -2.404 0.004 0.021 0.009
H -3.898 0.731 -1.308 0.024 0.033 -0.090
H -4.821 2.017 0.817 -0.001 0.016 -0.013
H -5.381 4.416 0.888 -0.004 -0.028 -0.003
H -3.626 6.088 1.355 0.014 0.002 -0.025
H -1.295 5.353 1.730 0.005 -0.023 0.034
H -0.732 2.951 1.663 0.008 0.030 -0.024
C 5.219 -0.243 -2.904 0.021 -0.135 0.035
C 4.746 -1.338 -1.950 0.018 0.220 -0.035
C 3.474 -0.987 -1.188 0.148 -0.243 -0.165
N 3.722 0.030 -0.187 -0.118 0.383 0.406
C 3.027 0.137 0.950 -0.115 0.005 -0.377
S 1.729 -0.854 1.336 0.251 -0.360 0.615
N 3.346 1.144 1.838 0.098 -0.106 -0.130
C 4.433 2.016 1.989 -0.043 0.110 0.089
O 4.261 3.022 2.633 -0.024 0.095 0.016
C 5.778 1.684 1.435 0.135 -0.222 -0.187
C 6.460 2.673 0.732 -0.187 0.038 -0.045
C 7.723 2.420 0.221 0.029 -0.018 -0.011
C 8.323 1.188 0.438 -0.029 0.006 0.037
C 7.666 0.218 1.185 0.129 -0.052 -0.048
C 6.397 0.459 1.680 -0.291 0.011 -0.043
H 6.100 -0.577 -3.451 0.025 0.067 0.008
H 5.493 0.671 -2.370 -0.007 0.036 -0.043
H 4.445 0.002 -3.634 0.171 -0.026 0.061
H 5.534 -1.558 -1.228 0.016 -0.120 0.018
H 4.557 -2.251 -2.520 -0.016 -0.019 0.036
H 3.094 -1.862 -0.665 -0.045 0.057 0.011
H 2.698 -0.639 -1.879 -0.038 -0.033 0.114
H 4.271 0.824 -0.475 0.246 0.017 0.082
H 2.586 1.376 2.463 -0.032 -0.049 0.045
H 5.981 3.633 0.585 0.032 0.012 0.002
H 8.243 3.186 -0.338 -0.023 0.005 -0.008
H 9.307 0.987 0.035 0.005 0.003 0.023
H 8.150 -0.731 1.379 -0.028 0.004 0.013
H 5.887 -0.296 2.266 -0.030 -0.027 -0.038
```
Positions in Å, forces in eV/Å.

As for the expectation value of S²: 6.0825. The spin multiplicity is 5. As for the calculated total energy: -112166.976 eV. Its relative energy (zero: lowest compared OMol25 entry of this formula, charge and spin) is 56.2 kJ/mol. The strongest force on any atom is 1.38 eV Å⁻¹. The calculation puts the HOMO-LUMO gap (alpha / beta) at 6.63 / 6.81 eV.

---

3.
Formula: C6H13MgO5Yb
Source: the OMol25 dataset
Level of theory: the ωB97M-V functional and the def2-TZVPD basis

```
26
Properties=species:S:1:pos:R:3:forces:R:3
O -0.814 -1.265 -0.425 0.922 2.592 -0.612
C -2.016 -1.974 -0.229 -1.089 -0.934 0.192
C -3.013 -1.134 0.556 -0.089 -1.280 0.610
O -3.029 0.180 -0.022 1.328 0.370 -0.665
C -4.003 1.051 0.548 -1.215 0.741 0.598
Yb -1.111 0.835 -0.837 0.061 -2.102 0.799
H -1.843 -2.913 0.323 0.018 0.248 -0.249
H -2.445 -2.238 -1.209 0.245 -0.019 0.227
H -2.716 -1.038 1.613 -0.183 0.043 -0.236
H -4.023 -1.565 0.501 0.258 0.126 0.030
H -3.825 2.056 0.152 -0.134 -0.030 0.032
H -5.005 0.713 0.254 0.264 0.166 0.086
H -3.906 1.058 1.643 -0.039 -0.005 -0.317
O 0.571 0.427 0.885 -0.482 0.765 -1.392
C 0.539 -0.859 1.009 1.044 -0.810 1.845
O 1.644 -1.583 0.843 -2.068 0.190 -0.137
C 2.910 -0.955 0.939 0.895 0.037 0.106
O 3.129 -0.069 -0.130 -0.469 1.099 0.331
C 3.457 -0.698 -1.387 0.256 -0.425 -0.856
Mg 1.928 1.609 -0.127 0.701 -0.384 0.260
H -0.124 -1.241 1.795 -0.085 -0.374 -0.671
H 3.648 -1.763 0.909 -0.236 0.107 0.068
H 2.983 -0.396 1.879 -0.041 -0.089 -0.184
H 3.636 0.104 -2.109 0.082 -0.182 0.134
H 4.370 -1.291 -1.261 -0.243 0.121 -0.097
H 2.614 -1.318 -1.721 0.303 0.028 0.095
```
Positions in Å, forces in eV/Å.

As for the expectation value of S²: 2.0014. The spin multiplicity is 3. As for the calculated total energy: -53613.247 eV. Its net charge is +3. The strongest force on any atom is 2.82 eV Å⁻¹. The calculation puts the HOMO-LUMO gap (alpha / beta) at 6.96 / 6.73 eV.